Record 1
Formula: C16H33BBrCuN2O5
Source: the OMol25 dataset
Level of theory: the ωB97M-V functional and the def2-TZVPD basis

Calculated values
Kohn-Sham gap ... 4.5 eV
Largest force on an atom ... 4.7 eV Å⁻¹
E_LUMO ... -3.46 eV

```
59
Properties=species:S:1:pos:R:3:nbo_charge:R:1
C -4.855 -0.291 2.659 -0.65
C -4.898 0.584 1.423 -0.06
O -4.561 -0.089 0.207 -0.54
C -3.251 -0.603 0.265 -0.08
C -2.551 -0.458 -1.069 -0.08
O -1.250 -1.025 -0.887 -0.53
C -0.370 -0.714 -1.883 0.48
O 0.044 0.544 -1.995 -0.73
B 0.976 0.848 -0.829 1.02
C 0.036 1.706 0.217 -0.72
C -0.830 2.798 -0.444 -0.41
C -0.079 3.826 -1.300 -0.40
Br -0.235 3.517 -3.238 -0.06
N 2.227 1.668 -1.176 -0.79
C 3.042 1.055 -2.238 -0.41
C 3.095 1.842 -0.055 0.75
C 3.180 3.255 0.473 -0.72
O 3.741 0.996 0.416 -0.55
O 1.315 -0.545 -0.407 -0.72
C 0.980 -1.404 -1.420 0.09
C 0.846 -2.872 -1.017 -0.43
C 0.745 -3.081 0.495 -0.40
C 2.139 -3.299 1.105 -0.42
C 2.315 -2.783 2.553 -0.22
N 1.566 -1.564 2.899 -0.82
H -5.508 -1.159 2.594 0.21
H -5.215 0.311 3.494 0.22
H -3.855 -0.614 2.938 0.21
H -4.264 1.474 1.497 0.17
H -5.920 0.941 1.316 0.19
H -2.643 -0.041 0.977 0.18
H -3.216 -1.654 0.566 0.17
H -3.061 -1.028 -1.856 0.17
H -2.524 0.591 -1.360 0.20
H -0.521 -1.221 -2.887 -0.07
H -0.659 0.988 0.664 0.20
H 0.590 2.141 1.055 0.20
H -1.287 3.371 0.369 0.20
H -1.655 2.413 -1.037 0.20
H -0.542 4.796 -1.156 0.20
H 0.960 3.936 -1.025 0.23
H 2.485 0.954 -3.168 0.19
H 3.399 0.053 -1.968 0.17
H 3.927 1.670 -2.410 0.19
H 3.707 3.897 -0.230 0.23
H 3.630 3.281 1.460 0.22
H 2.188 3.689 0.578 0.22
H 1.767 -1.346 -2.213 0.14
H 1.637 -3.468 -1.471 0.20
H -0.088 -3.245 -1.479 0.19
H 0.153 -3.978 0.677 0.19
H 0.216 -2.226 0.899 0.23
H 2.924 -2.933 0.449 0.20
H 2.288 -4.382 1.140 0.20
H 2.090 -3.571 3.269 0.18
H 3.368 -2.547 2.707 0.19
H 1.455 -0.996 2.059 0.37
H 0.621 -1.862 3.126 0.34
Cu 0.188 -2.144 -4.330 0.84
```

Record 2
Formula: C24H54N2O10
Source: the OMol25 dataset
Level of theory: the ωB97M-V functional and the def2-TZVPD basis

Calculated values
Energy relative to the best compared isomer or geometry (same formula, charge and spin) ... 252.74 kcal per mole
Kohn-Sham gap ... 7.3 eV
Largest force on an atom ... 9.0 eV Å⁻¹
SMILES string ... Nc1ccc2c(c1)C(=O)NC2=O.CCO.CCO.CCO.CCO.CCO.CCO.CCO.CCO
E_LUMO ... -1.18 eV

```
90
Properties=species:S:1:pos:R:3:mulliken_charge:R:1
N 1.772 -1.622 0.488 -0.60
C 0.361 -1.039 0.265 0.21
C 0.104 0.444 -0.406 -0.61
C -1.442 1.021 -0.672 -0.24
C -2.663 0.025 -0.217 0.06
C -2.409 -1.446 0.461 0.28
C -0.886 -2.042 0.737 -0.38
C -3.840 -2.179 0.783 0.33
O -4.135 -3.295 1.464 -0.53
N -4.810 -1.250 0.023 -0.43
C -4.295 0.180 -0.247 0.17
O -5.048 1.270 -0.414 -0.51
H 1.670 -2.614 0.116 0.22
H 2.347 -1.128 -0.257 0.36
H 1.033 1.083 -0.724 0.40
H -1.683 2.064 -1.145 0.48
H -0.695 -3.099 1.234 0.37
H -4.712 -1.692 -0.937 0.35
C -5.666 5.428 -0.726 -1.04
C -4.388 5.345 -1.534 -0.29
O -3.806 4.058 -1.391 -0.31
H -5.466 5.232 0.332 0.25
H -6.125 6.416 -0.822 0.36
H -6.385 4.672 -1.059 0.31
H -3.664 6.087 -1.183 0.30
H -4.582 5.527 -2.596 0.24
H -4.453 3.407 -1.713 0.17
C 3.010 2.840 2.805 -1.12
C 2.164 2.315 1.663 0.10
O 2.999 1.768 0.652 -0.53
H 3.704 3.608 2.448 0.30
H 2.381 3.269 3.590 0.40
H 3.617 2.038 3.237 0.20
H 1.575 3.123 1.220 0.28
H 1.477 1.537 2.009 0.06
H 3.511 1.046 1.054 0.31
C 0.369 0.593 6.530 -1.16
C 0.915 0.338 5.141 -0.07
O 2.287 0.701 5.085 -0.46
H 0.480 1.648 6.800 0.30
H -0.689 0.322 6.589 0.33
H 0.923 0.014 7.276 0.33
H 0.374 0.935 4.401 0.22
H 0.820 -0.717 4.869 0.24
H 2.760 0.160 5.739 0.26
C -0.760 -7.063 -0.080 -1.10
C -0.604 -5.797 0.737 -0.24
O 0.308 -4.916 0.097 -0.49
H 0.207 -7.562 -0.204 0.24
H -1.456 -7.755 0.402 0.35
H -1.130 -6.832 -1.085 0.37
H -0.212 -6.029 1.732 0.28
H -1.563 -5.285 0.854 0.29
H -0.053 -4.709 -0.782 0.33
C -0.218 2.790 -5.068 -1.23
C -1.115 2.825 -3.848 0.12
O -0.410 3.367 -2.742 -0.52
H 0.675 2.186 -4.871 0.30
H -0.746 2.370 -5.929 0.32
H 0.128 3.797 -5.323 0.34
H -1.441 1.815 -3.584 0.28
H -2.004 3.437 -4.032 0.14
H -0.132 4.267 -2.984 0.28
C 3.832 -7.389 1.880 -1.11
C 3.166 -7.665 0.548 0.26
O 2.615 -8.974 0.543 -0.52
H 4.623 -8.121 2.073 0.29
H 4.267 -6.386 1.898 0.32
H 3.111 -7.476 2.699 0.32
H 3.895 -7.599 -0.266 0.29
H 2.365 -6.946 0.353 -0.17
H 1.963 -9.020 1.263 0.31
C 7.763 3.425 1.217 -1.08
C 7.140 2.190 1.834 -0.28
O 5.756 2.138 1.523 -0.34
H 7.270 4.330 1.588 0.27
H 8.830 3.483 1.452 0.35
H 7.641 3.419 0.129 0.34
H 7.245 2.211 2.923 0.30
H 7.619 1.280 1.459 0.23
H 5.674 2.111 0.554 0.23
C -5.349 2.506 -5.780 -1.08
C -4.208 1.587 -5.394 -0.09
O -4.035 1.595 -3.984 -0.36
H -5.151 3.528 -5.440 0.23
H -5.493 2.515 -6.864 0.38
H -6.281 2.187 -5.303 0.34
H -3.274 1.922 -5.854 0.10
H -4.404 0.560 -5.718 0.30
H -4.867 1.288 -3.585 0.20
```